Record 1
This record from the Open Molecules 2025 dataset describes a structure of composition C28H30BrIrN2O3 in a non-equilibrium geometry. The level of theory is ωB97M-V with the def2-TZVPD basis set.

The geometry in ORCA input format:
```
! RIJCOSX wB97M-V def2-TZVPD def2/J DEFGRID3
* xyz 0 1
Ir 0.254 -0.017 0.386
O 1.989 0.738 -0.706
C 2.026 1.245 -1.873
C 3.033 2.213 -2.155
C 3.193 2.759 -3.395
C 2.378 2.350 -4.458
C 1.392 1.425 -4.236
C 1.155 0.877 -2.964
C 0.119 -0.093 -2.838
N -0.338 -0.570 -1.724
N -1.238 -1.554 -1.723
C -1.296 -2.235 -0.589
O -0.480 -2.075 0.369
C -2.362 -3.246 -0.425
C -3.065 -3.260 0.775
C -4.030 -4.222 0.999
C -4.270 -5.198 0.044
C -3.576 -5.180 -1.155
C -2.631 -4.200 -1.399
H 3.660 2.508 -1.331
H 3.947 3.512 -3.557
H 2.526 2.766 -5.442
H 0.749 1.122 -5.052
H -0.293 -0.499 -3.765
H -2.862 -2.503 1.520
H -4.592 -4.216 1.921
H -4.995 -5.973 0.240
H -3.776 -5.938 -1.901
H -2.088 -4.175 -2.332
C -0.550 2.298 7.554
C -0.945 3.420 6.581
C -2.471 3.604 6.596
C -0.294 4.722 7.050
C -0.528 3.038 5.172
C -1.072 1.886 4.608
C -0.764 1.555 3.317
Br -1.550 -0.009 2.530
C 0.095 2.313 2.473
O 0.292 1.974 1.259
C 0.699 3.461 3.085
C 0.351 3.779 4.388
C 1.710 4.346 2.364
C 2.998 4.418 3.203
C 1.113 5.756 2.212
C 2.112 3.859 0.969
H -0.832 2.568 8.569
H 0.524 2.135 7.524
H -1.041 1.362 7.301
H -2.806 3.908 7.584
H -2.983 2.684 6.330
H -2.761 4.369 5.879
H -0.645 4.962 8.052
H -0.559 5.548 6.393
H 0.789 4.628 7.085
H -1.742 1.252 5.165
H 0.792 4.659 4.826
H 2.824 4.834 4.192
H 3.729 5.045 2.697
H 3.424 3.423 3.318
H 0.890 6.208 3.176
H 0.194 5.712 1.631
H 1.819 6.398 1.689
H 2.491 2.840 0.997
H 2.897 4.508 0.581
H 1.275 3.888 0.277
*
```

Values from the calculation:
- Lowest unoccupied orbital energy (alpha / beta): -2.2 / -1.5 eV
- ΔE to the lowest compared entry with this formula, charge and spin: 57.3 kcal per mole

Table of Löwdin atomic charges, one value per atom, all in e: 1.3047, -0.1507, -0.3489, -0.0101, -0.0724, -0.0928, -0.0530, -0.1401, -0.0424, -0.0935, 0.0672, -0.4815, -0.1847, -0.1561, -0.0258, -0.0737, -0.0845, -0.0778, -0.0242, 0.1100, 0.1067, 0.0992, 0.1111, 0.1426, 0.0780, 0.1044, 0.1018, 0.1039, 0.1127, -0.0433, -0.5604, -0.0442, -0.0614, -0.1761, -0.0927, -0.5222, 0.8935, -0.4092, -0.2621, -0.0801, 0.0185, -0.5307, -0.0431, -0.0396, -0.0711, 0.0829, 0.0897, 0.0745, 0.0828, 0.0740, 0.0910, 0.0842, 0.0860, 0.0861, 0.1013, 0.0952, 0.0724, 0.0827, 0.0918, 0.0755, 0.0905, 0.0833, 0.0771, 0.0851, 0.0882


Record 2
This record from the Open Molecules 2025 dataset describes a structure of composition C28H30CdN4O7P2S2Sb. The level of theory is ωB97M-V with the def2-TZVPD basis set.

The geometry in ORCA input format:
```
! RIJCOSX wB97M-V def2-TZVPD def2/J DEFGRID3
* xyz -1 1
Cd -0.178 0.457 -0.156
N 1.755 3.641 2.778
C 1.740 2.606 1.864
S 1.961 3.116 0.160
N 1.686 1.409 2.311
N 1.640 0.418 1.321
C 2.261 -0.656 1.627
C 2.308 -1.860 0.815
C 2.891 -2.988 1.406
C 2.966 -4.203 0.759
C 2.436 -4.292 -0.535
C 1.864 -3.202 -1.149
C 1.782 -1.939 -0.509
O 1.268 -0.930 -1.136
H 1.466 4.526 2.397
H 1.368 3.405 3.679
H 2.786 -0.681 2.585
H 3.283 -2.889 2.414
H 3.416 -5.062 1.238
H 2.473 -5.239 -1.064
H 1.430 -3.278 -2.138
N -2.318 -3.318 1.109
C -2.875 -1.912 0.928
C -4.360 -1.868 1.262
P -1.832 -0.879 2.126
O -2.739 -0.880 3.472
O -0.647 -1.765 2.341
O -1.696 0.543 1.683
P -2.545 -1.573 -0.906
O -3.985 -1.792 -1.612
O -1.656 -2.705 -1.291
O -2.192 -0.129 -1.107
H -2.990 -3.968 1.501
H -1.472 -3.186 1.720
H -1.970 -3.595 0.157
H -4.539 -2.150 2.301
H -4.938 -2.504 0.591
H -4.719 -0.846 1.136
H -3.025 0.023 3.655
H -4.365 -0.934 -1.836
S 0.040 2.917 -0.642
Sb 0.102 0.645 -3.670
C 0.337 -0.542 -5.473
C -0.160 -0.248 -6.740
C 0.084 -1.095 -7.818
C 0.830 -2.251 -7.644
C 1.333 -2.558 -6.385
C 1.084 -1.713 -5.313
C 2.083 1.438 -3.879
C 2.547 1.987 -5.074
C 3.831 2.504 -5.161
C 4.670 2.474 -4.051
C 4.222 1.916 -2.864
C 2.934 1.397 -2.779
C -0.900 2.305 -4.618
C -0.384 3.600 -4.562
C -1.086 4.672 -5.100
C -2.320 4.470 -5.703
C -2.857 3.191 -5.751
C -2.153 2.124 -5.204
H -0.730 0.659 -6.905
H -0.308 -0.845 -8.797
H 1.019 -2.910 -8.483
H 1.918 -3.458 -6.238
H 1.485 -1.967 -4.337
H 1.902 2.012 -5.947
H 4.180 2.931 -6.094
H 5.672 2.881 -4.118
H 4.869 1.886 -1.995
H 2.596 0.948 -1.853
H 0.571 3.779 -4.082
H -0.669 5.670 -5.042
H -2.865 5.306 -6.125
H -3.825 3.023 -6.208
H -2.599 1.134 -5.234
*
```

Values from the calculation:
- Lowest unoccupied orbital energy: 2.4 eV
- ΔE to the lowest compared entry with this formula, charge and spin: 0.0 kcal per mole

Table of Löwdin atomic charges, one value per atom, all in e: 1.2057, 0.0450, -0.8057, 0.3506, -0.0018, -0.1072, -0.1096, -0.1640, -0.0757, -0.1297, -0.1115, -0.0320, -0.3955, -0.2860, 0.0608, 0.0818, 0.1190, 0.1013, 0.0819, 0.0916, 0.0991, 0.1335, -0.4648, -0.1051, 0.2907, -0.1543, -0.3137, -0.3967, 0.3000, -0.1507, -0.3057, -0.4476, 0.1492, 0.1104, 0.1051, 0.0705, 0.0724, 0.0925, 0.0728, 0.0744, -0.0856, 1.5058, -0.3687, -0.1301, -0.1060, -0.1133, -0.0995, -0.1358, -0.3763, -0.1359, -0.1030, -0.1068, -0.0922, -0.1546, -0.3862, -0.1335, -0.0949, -0.1114, -0.1078, -0.1598, 0.0806, 0.0930, 0.0912, 0.0964, 0.0844, 0.0970, 0.0927, 0.0918, 0.0999, 0.0510, 0.0898, 0.0967, 0.0915, 0.0932, 0.0952


| no. | energy (eV) |
| --- | --- |
| 1 | -111523.75611 |
| 2 | -101174.65841 |